# 1
ORCA calculation (ωB97M-V with the def2-TZVPD basis set) on a molecular structure, C4H10Si at a distorted geometry.

Each line ends with the natural charge from an NBO analysis.
CARTESIAN COORDINATES (ANGSTROEM)
1 C -0.82407 0.04017 0.57726  -0.557
2 C 0.76878 0.12166 -0.57536  -0.657
3 C -2.00600 -0.55076 -0.00415  -0.657
4 C 1.96293 -0.56327 0.02467  -0.639
5 Si 0.07625 1.68131 -0.01335  1.072
6 H -0.35570 -0.38224 1.48919  0.220
7 H 0.34860 -0.24147 -1.53257  0.230
8 H -2.54685 -1.13575 0.77299  0.229
9 H -1.80780 -1.23252 -0.93757  0.210
10 H -2.72856 0.36615 -0.39165  0.202
11 H 2.52672 -0.95128 -0.85857  0.229
12 H 1.73486 -1.36446 0.73979  0.211
13 H 2.39224 0.27283 0.66259  0.209
14 H -0.51226 2.67806 -1.15424  -0.145
15 H 0.66643 2.48791 1.11676  -0.156

LUMO energy = 1.09 eV
HOMO level = -8.06 eV
Molar mass = 86.21 g/mol
E_tot = -12184.2339 eV
Orbital gap = 9.154 eV
Net charge = 0

# 2
ORCA calculation (ωB97M-V with the def2-TZVPD basis set) on 2 unconnected molecules or ions with the total composition C3H5ClS at a distorted geometry.

Each line ends with the natural charge from an NBO analysis.
CARTESIAN COORDINATES (ANGSTROEM)
1 C -0.36251 0.35035 1.17907  0.036
2 C -0.59754 1.40524 0.48843  -0.433
3 C -0.29103 -0.83998 1.64791  -0.286
4 S 0.67855 -1.11081 -2.26161  -0.315
5 Cl 0.81602 -2.05759 1.15313  0.010
6 H -0.03005 0.04613 -2.58852  0.148
7 H -1.13615 1.48239 -0.46656  0.220
8 H -0.22159 2.45671 0.69032  0.219
9 H -0.86012 -1.21384 2.51257  0.234
10 H 2.00442 -0.51861 -2.35473  0.167

LUMO energy = 0.65 eV
HOMO level = -9.42 eV
Molar mass = 108.59 g/mol
E_tot = -26547.1142 eV
SMILES = C=C=CCl.S
Orbital gap = 10.068 eV
Net charge = 0

# 3
ORCA calculation (ωB97M-V with the def2-TZVPD basis set) on C9H11N3O2S in the gas phase at a distorted geometry.

Each line ends with the natural charge from an NBO analysis.
CARTESIAN COORDINATES (ANGSTROEM)
1 C -2.44192 -0.51792 -1.45092  -0.105
2 C -2.39782 -1.43649 -0.42397  -0.097
3 C 1.74450 -0.79561 -0.87842  -0.420
4 C 3.72854 -0.08097 0.28303  -0.099
5 C 1.54990 0.09753 0.12511  0.045
6 C -0.98083 0.15689 -0.07975  0.284
7 C -0.93904 -1.65063 1.70911  -0.428
8 C 0.61648 2.67295 -1.12217  -0.258
9 C 0.24984 0.95511 0.57259  0.517
10 N -1.52193 0.44983 -1.25251  -0.462
11 N 2.71412 0.51182 0.70248  -0.449
12 N -1.42737 -1.05240 0.45216  -0.332
13 O 0.09793 0.98365 1.97097  -0.695
14 O 0.38625 2.28842 0.20090  -0.505
15 S 3.41559 -1.27270 -0.94674  0.384
16 H -2.96086 -0.38381 -2.31725  0.208
17 H -2.87370 -2.30866 -0.20658  0.203
18 H 0.95576 -1.29560 -1.48196  0.265
19 H 4.70118 0.18771 0.56836  0.213
20 H -0.83386 -0.73916 2.26119  0.260
21 H -1.80284 -2.34676 2.02167  0.218
22 H 0.05373 -2.09113 1.38587  0.215
23 H -0.25478 2.78807 -1.78220  0.190
24 H 1.13369 2.01930 -1.74412  0.175
25 H 1.12825 3.57365 -1.19387  0.185
26 H 0.96819 0.75033 2.32989  0.491

LUMO energy = 0.57 eV
HOMO level = -8.53 eV
Molar mass = 225.27 g/mol
E_tot = -28909.6930 eV
SMILES = CO[C@](O)(c1cscn1)c1nccn1C
Orbital gap = 9.097 eV
Net charge = 0

So what do the calculations give for energy above the lowest of the compared OMol25 structures with the same formula, charge and spin? Going down the list: 189.8 179.2 40.5 kJ/mol.